[1]
An isolated molecule of C3H7N3 in a non-equilibrium geometry. Source: OMol25; level of theory: the ωB97M-V functional and the def2-TZVPD basis.

Values from the calculation:
SMILES ... C=CN/C=N/N
LUMO ... 0.983 eV
HOMO-LUMO gap ... 8.5303 eV
Relative energy (zero: lowest compared OMol25 entry of this formula, charge and spin) ... 111.0 kcal/mol
HOMO ... -7.55 eV

Each line ends with the natural charge from an NBO analysis.
Cartesian coordinates (Å):
C1 2.573 -0.626 -0.154  -0.547
C2 1.184 -0.359 0.145  -0.046
N1 0.641 0.991 0.161  -0.658
C3 -0.790 0.902 -0.160  0.241
N2 -1.315 -0.260 -0.073  -0.336
N3 -2.598 -0.465 -0.108  -0.633
H1 3.201 0.350 -0.053  0.184
H2 2.966 -1.605 -0.286  0.216
H3 0.040 -0.860 0.484  0.285
H4 1.396 1.758 -0.145  0.409
H5 -1.248 1.789 -0.422  0.175
H6 -2.778 -1.551 0.000  0.355
H7 -3.272 -0.064 0.613  0.356

[2]
An isolated molecule of C3H7N3 in a non-equilibrium geometry. Source: OMol25; level of theory: the ωB97M-V functional and the def2-TZVPD basis.

Values from the calculation:
SMILES ... [H]/N=C(\N)CN=C
LUMO ... 0.896 eV
HOMO-LUMO gap ... 10.4616 eV
Relative energy (zero: lowest compared OMol25 entry of this formula, charge and spin) ... 28.0 kcal/mol
HOMO ... -9.57 eV

Each line ends with the natural charge from an NBO analysis.
Cartesian coordinates (Å):
H1 -0.654 1.679 1.516  0.337
N1 -0.190 0.826 1.199  -0.652
C1 -0.229 0.710 -0.070  0.436
N2 -1.017 1.597 -0.886  -0.869
C2 0.246 -0.483 -0.873  -0.324
N3 1.353 -1.220 -0.130  -0.397
C3 0.965 -1.865 0.907  -0.041
H2 -1.755 2.026 -0.340  0.366
H3 -0.427 2.354 -1.224  0.376
H4 0.673 -0.153 -1.823  0.221
H5 -0.587 -1.166 -1.066  0.220
H6 -0.073 -1.869 1.286  0.153
H7 1.694 -2.435 1.505  0.174

[3]
An isolated molecule of C3H7N3. Source: OMol25; level of theory: the ωB97M-V functional and the def2-TZVPD basis.

Values from the calculation:
SMILES ... N/N=C/N1CC1
LUMO ... 1.238 eV
HOMO-LUMO gap ... 9.6050 eV
Relative energy (zero: lowest compared OMol25 entry of this formula, charge and spin) ... 52.3 kcal/mol
HOMO ... -8.37 eV

Each line ends with the natural charge from an NBO analysis.
Cartesian coordinates (Å):
N1 2.623 0.056 0.200  -0.654
N2 1.318 0.459 -0.076  -0.286
C1 0.510 -0.485 -0.342  0.191
N3 -0.833 -0.246 -0.663  -0.416
C2 -1.479 0.916 -0.081  -0.253
C3 -1.820 -0.448 0.401  -0.252
H1 2.889 -0.833 -0.244  0.334
H2 3.245 0.815 -0.101  0.362
H3 0.794 -1.548 -0.390  0.149
H4 -0.879 1.533 0.598  0.217
H5 -2.147 1.428 -0.774  0.208
H6 -2.751 -0.911 0.085  0.201
H7 -1.469 -0.736 1.386  0.198

[4]
An isolated molecule of C3H7N3 in a non-equilibrium geometry. Source: OMol25; level of theory: the ωB97M-V functional and the def2-TZVPD basis.

Values from the calculation:
SMILES ... [H]/N=C(\N)C(=C)N
LUMO ... 0.846 eV
HOMO-LUMO gap ... 9.0831 eV
Relative energy (zero: lowest compared OMol25 entry of this formula, charge and spin) ... 50.6 kcal/mol
HOMO ... -8.24 eV

Each line ends with the natural charge from an NBO analysis.
Cartesian coordinates (Å):
H1 -2.446 0.169 -1.144  0.249
N1 -1.553 0.800 -0.505  -0.624
C1 -0.784 -0.178 -0.548  0.423
N2 -0.699 -1.405 -1.097  -0.841
C2 0.544 0.320 0.474  0.170
C3 1.754 0.440 -0.076  -0.557
N3 0.207 0.606 1.774  -0.825
H2 0.137 -1.931 -0.870  0.426
H3 -1.567 -1.772 -1.470  0.398
H4 2.622 0.683 0.533  0.197
H5 1.926 0.216 -1.121  0.206
H6 -0.805 0.629 1.892  0.392
H7 0.662 1.424 2.161  0.384

[5]
A cluster of 2 separate species, C3H7N3 in total in a non-equilibrium geometry. Source: OMol25; level of theory: the ωB97M-V functional and the def2-TZVPD basis.

Values from the calculation:
LUMO ... 0.646 eV
HOMO-LUMO gap ... 9.6375 eV
Relative energy (zero: lowest compared OMol25 entry of this formula, charge and spin) ... 53.0 kcal/mol
HOMO ... -8.99 eV

Each line ends with the natural charge from an NBO analysis.
Cartesian coordinates (Å):
N1 -2.076 -0.466 -0.061  -0.876
C1 -0.927 0.444 -0.063  -0.353
C2 0.402 -0.170 0.296  0.097
N2 0.321 -1.460 0.448  -0.726
C3 2.937 1.369 -0.223  0.030
N3 3.887 1.913 -0.592  -0.376
H1 -2.828 -0.105 0.513  0.373
H2 -2.448 -0.597 -0.994  0.369
H3 -1.085 1.294 0.612  0.220
H4 -0.764 0.901 -1.051  0.219
H5 2.012 0.823 0.089  0.235
H6 -0.579 -1.943 0.368  0.393
H7 1.148 -2.004 0.658  0.395

[6]
A cluster of 2 separate species, C3H7N3 in total in a non-equilibrium geometry. Source: OMol25; level of theory: the ωB97M-V functional and the def2-TZVPD basis.

Values from the calculation:
LUMO (alpha / beta) ... 0.661 / 0.661 eV
HOMO-LUMO gap (alpha / beta) ... 8.5286 / 8.5291 eV
Relative energy (zero: lowest compared OMol25 entry of this formula, charge and spin) ... 58.4 kcal/mol
HOMO (alpha / beta) ... -7.87 / -7.87 eV

Each line ends with the natural charge from an NBO analysis.
Cartesian coordinates (Å):
C1 1.016 0.895 -1.312  0.203
C2 -0.145 -1.430 -0.637  -0.643
C3 0.350 0.743 -0.076  0.277
N1 1.494 0.997 -2.354  -0.318
N2 -1.010 1.137 0.019  -0.827
N3 1.061 0.891 1.097  -0.803
H1 -0.440 -1.377 -1.667  0.190
H2 0.793 -1.925 -0.462  0.186
H3 -0.917 -1.629 0.079  0.189
H4 -1.490 1.010 -0.861  0.385
H5 -1.134 2.086 0.359  0.370
H6 0.557 0.599 1.922  0.394
H7 2.028 0.613 1.066  0.395

What is the formula in the second record? C3H7N3

relative energy (zero: lowest compared OMol25 entry of this formula, charge and spin) of number 5 (C3H7N3)? 53.0 kcal/mol

relative energy (zero: lowest compared OMol25 entry of this formula, charge and spin) of number 3 (C3H7N3)? 52.3 kcal/mol

What is the formula in the sixth record? C3H7N3